(1)
Density functional theory data (ωB97M-V/def2-TZVPD) for a cluster of 2 separate species, C22H22NO in total at a distorted geometry.

The geometry in XYZ format:
```
46
C22H22NO ωB97M-V/def2-TZVPD
C 0.50 1.97 3.32
O 1.60 1.49 2.54
C 1.87 2.16 1.34
C 2.30 1.14 0.30
C 2.21 1.55 -1.04
C 2.25 0.59 -2.06
C 2.43 -0.76 -1.73
C 2.63 -1.15 -0.40
C 2.60 -0.19 0.62
H 0.38 1.26 4.16
H 0.73 2.97 3.71
H -0.45 2.04 2.77
H 0.94 2.66 0.98
H 2.09 2.61 -1.25
H 2.14 0.91 -3.10
H 2.42 -1.52 -2.52
H 2.81 -2.20 -0.15
H 2.76 -0.48 1.67
C 5.53 4.58 -1.82
C 5.65 3.25 -1.38
C 5.31 2.91 -0.06
C 4.78 3.87 0.81
C 4.16 3.45 2.08
N 4.15 2.20 2.50
C 4.23 1.56 3.65
C 5.48 1.37 4.38
C 5.45 0.89 5.72
C 6.62 0.83 6.46
C 7.83 1.22 5.87
C 7.88 1.61 4.53
C 6.71 1.68 3.78
C 4.83 5.24 0.41
C 5.18 5.57 -0.90
H 5.77 4.83 -2.86
H 5.99 2.47 -2.06
H 5.44 1.88 0.30
H 3.80 4.28 2.72
H 2.57 3.01 1.42
H 3.36 1.09 4.13
H 4.48 0.57 6.12
H 6.57 0.49 7.50
H 8.74 1.25 6.47
H 8.82 1.88 4.05
H 6.71 1.96 2.71
H 4.59 6.02 1.13
H 5.15 6.62 -1.23
```

LUMO energy = -0.1667 Eh
HOMO = -11.442 eV
HOMO-LUMO gap = 6.9 eV
relative energy (zero: lowest compared OMol25 entry of this formula, charge and spin) = 2.4071 eV
net charge = +1
total energy = -981.18744 Ha

Here are the natural (NBO) charges for atoms 1 to 2, given in e:
1. C -0.2498
2. O -0.5578

---

(2)
Density functional theory data (ωB97M-V/def2-TZVPD) for a cluster of 2 separate species, C22H22NO2 in total at a distorted geometry.

The geometry in XYZ format:
```
47
C22H22NO2 ωB97M-V/def2-TZVPD
C 5.35 2.45 -1.63
O 5.10 1.03 -1.47
C 3.81 0.61 -1.52
C 3.54 -0.71 -1.10
C 2.24 -1.11 -0.92
C 1.14 -0.23 -1.18
C -0.16 -0.70 -0.90
C -1.35 0.07 -0.96
C -2.57 -0.61 -1.27
C -3.72 0.11 -1.49
C -3.73 1.52 -1.30
O -4.95 2.09 -1.42
C -5.91 1.00 -1.74
C -5.12 -0.31 -1.78
C -2.56 2.21 -0.93
C -1.40 1.49 -0.74
C 1.44 1.04 -1.75
C 2.74 1.47 -1.89
H 6.41 2.55 -1.46
H 5.08 2.77 -2.64
H 4.78 3.04 -0.90
H 4.36 -1.38 -0.86
H 2.01 -2.12 -0.57
H -0.29 -1.77 -0.89
H -2.57 -1.69 -1.41
H -6.69 0.99 -0.98
H -6.35 1.24 -2.72
H -5.20 -0.79 -2.76
H -5.48 -1.02 -1.03
H -2.60 3.29 -0.80
H -0.48 2.01 -0.48
H 0.64 1.68 -2.10
H 2.95 2.49 -2.24
C 1.94 -0.45 4.45
C 1.05 -1.25 3.55
C 0.33 -2.36 4.01
C -0.47 -3.07 3.12
C -0.54 -2.63 1.79
N 0.14 -1.57 1.34
C 0.91 -0.90 2.19
H 2.37 0.40 3.91
H 1.38 -0.05 5.31
H 2.77 -1.05 4.85
H 0.42 -2.64 5.06
H -1.05 -3.94 3.41
H -1.15 -3.16 1.05
H 1.46 -0.04 1.79
```

LUMO energy = -0.1609 Eh
HOMO = -11.290 eV
HOMO-LUMO gap = 6.9 eV
relative energy (zero: lowest compared OMol25 entry of this formula, charge and spin) = 0.2057 eV
net charge = +1
total energy = -1056.50480 Ha

Here are the natural (NBO) charges for atoms 1 to 2, given in e:
1. C -0.2627
2. O -0.4617